C36H34N2O7S2V | ωB97M-V/def2-TZVPD

Results
E_tot, eV: -102547.6921
Relative energy (zero: lowest compared OMol25 entry of this formula, charge and spin), kcal/mol: 43.5
⟨S²⟩: 2.012
Total charge: +1
HOMO-LUMO gap (spin up / spin down), eV: 8.150 / 8.342
E_HOMO (spin up / spin down), eV: -11.017 / -11.019
Spin multiplicity: 3

XYZ file:
```
82
Properties=species:S:1:pos:R:3:forces:R:3
V 0.248090 -0.617797 -0.013412 -1.12 0.95 -0.22
S 1.036308 2.399073 0.995261 0.08 0.32 0.20
S -2.510366 1.280508 -1.321430 -0.11 0.25 -0.19
O 0.518125 -2.387313 -0.467279 0.50 0.04 -0.25
O -1.725201 -1.718356 -0.022968 0.32 0.02 0.16
O 0.347990 -4.501832 0.209266 -0.12 0.05 -0.01
O 2.157302 -0.469093 0.349211 0.24 -0.18 0.06
O 0.703364 1.597541 -0.238956 -0.05 -0.40 -0.32
O -1.694711 0.699096 -0.192446 0.38 -0.23 0.13
O 0.293980 -0.556577 1.906567 -0.03 0.04 0.22
N 1.460495 -0.606839 2.473357 0.26 -0.01 0.00
N 2.402933 -0.568237 1.638456 -0.39 -0.01 0.13
C -0.943458 2.201136 -4.950735 0.01 0.00 -0.01
C 0.334525 0.374046 -4.051702 -0.01 -0.01 0.00
C 4.761089 -0.608061 1.106363 -0.08 0.01 0.02
C -2.656401 3.052787 -0.977078 0.01 -0.05 -0.05
C -2.121795 -5.059194 -1.446981 0.01 0.03 -0.02
C -2.867335 -4.334216 4.131001 0.00 0.00 0.00
C -2.711789 -5.274903 3.121274 0.00 0.00 0.01
C 3.595025 5.857626 -0.441290 0.00 0.00 -0.03
C 6.398217 -0.622970 2.868384 0.03 0.00 0.00
C -4.484227 -3.847510 -2.250351 -0.02 0.01 0.00
C -0.488042 3.283894 1.436494 0.06 0.03 0.03
C -3.674535 -3.236176 -1.307526 0.02 0.02 -0.03
C 5.386885 -0.605967 3.820221 -0.03 0.00 -0.01
C -2.483219 -3.831879 -0.902799 -0.03 0.02 0.01
C -2.223800 -2.601146 2.592294 0.04 -0.04 0.02
C -1.650895 -3.137020 0.172879 0.14 -0.20 -0.06
C -0.145194 -3.432649 -0.014283 -0.11 -0.33 0.04
C -2.622121 -2.998836 3.862865 0.00 0.01 0.01
C 3.118541 4.931895 -1.358724 0.03 0.04 0.02
C 6.084634 -0.624545 1.518704 0.02 0.00 0.01
C 3.304955 5.719986 0.910265 0.00 -0.02 0.02
C -4.116499 -5.068405 -2.796795 0.00 -0.01 -0.01
C -2.936722 -5.670248 -2.391116 -0.01 -0.01 0.00
C 0.089041 1.280628 -5.071802 0.00 0.00 0.00
C -2.326496 -4.881118 1.851837 -0.02 -0.06 -0.01
C 4.058880 -0.588444 3.432200 0.00 0.00 -0.06
C -1.463816 1.337842 -2.777900 -0.03 0.00 0.05
C 2.041193 3.753215 0.414144 -0.05 -0.03 0.06
C -1.370407 3.884123 -0.928398 0.01 0.03 0.02
C 2.335601 3.868008 -0.933383 -0.05 -0.08 -0.01
C -2.082493 -3.539590 1.575682 -0.10 0.10 0.02
C 2.531813 4.656448 1.347304 -0.02 0.01 0.03
C -1.727617 2.231692 -3.808384 -0.01 0.01 0.01
C -0.975021 4.355138 0.472368 0.02 -0.03 -0.05
C -0.452417 0.402968 -2.912462 -0.02 0.05 0.12
C 3.769272 -0.588532 2.073117 0.30 -0.03 0.09
H -0.550787 3.335660 -1.389023 0.03 0.00 0.00
H -2.730054 -2.256759 4.643112 0.00 -0.01 0.00
H 3.360555 5.034115 -2.408007 0.00 0.00 0.00
H -1.207839 -5.544102 -1.132739 0.02 0.02 -0.02
H -0.281689 3.716531 2.418588 0.00 -0.02 0.00
H 1.122019 -0.361315 -4.143010 0.00 0.00 0.00
H -0.298149 -0.335569 -2.135170 -0.06 -0.19 -0.22
H -1.991585 -1.555668 2.436556 0.01 0.02 -0.04
H -2.216398 -5.622532 1.071048 0.00 0.04 0.06
H 4.496899 -0.617175 0.060232 0.00 0.00 0.00
H -3.984487 -2.284976 -0.891448 0.01 -0.02 0.00
H 0.693961 1.262950 -5.967898 0.01 0.00 0.00
H 3.263589 -0.580651 4.161837 0.00 0.00 0.01
H -1.831309 4.849603 0.940377 0.00 0.00 0.02
H -1.206333 2.471881 1.575075 0.02 -0.02 -0.01
H -3.208142 3.078101 -0.034259 -0.01 -0.05 0.01
H 6.871828 -0.644152 0.777865 0.00 0.00 -0.01
H -2.444621 -1.312845 0.474558 -0.03 -0.03 0.03
H -0.202741 5.120432 0.376567 0.00 0.01 -0.01
H -3.176350 -4.643550 5.120432 0.00 0.00 0.00
H 1.967172 3.123751 -1.627284 -0.02 0.01 -0.01
H -3.351496 3.411456 -1.738764 -0.01 -0.02 0.01
H -4.749719 -5.549086 -3.530425 0.00 0.00 -0.01
H -5.406769 -3.370492 -2.554471 0.00 -0.01 0.00
H 2.317462 4.531588 2.402576 0.01 0.01 0.01
H 5.632776 -0.609505 4.873015 -0.01 0.00 0.01
H -2.530680 2.952878 -3.733874 0.00 -0.01 0.00
H -1.526905 4.774557 -1.539434 0.01 -0.01 -0.01
H -2.896831 -6.321792 3.321364 0.00 0.00 0.00
H -2.643623 -6.624714 -2.807853 0.01 0.00 0.00
H -1.142751 2.901245 -5.750600 0.00 0.00 0.00
H 7.432943 -0.638815 3.182289 0.00 0.00 0.00
H 4.206145 6.684312 -0.777326 0.00 0.00 0.00
H 3.690230 6.434459 1.624779 0.00 0.00 0.00
```
Forces are in eV/Å.

***

C36H34N7O2S2W | ωB97M-V/def2-TZVPD

Results
E_tot, eV: -75900.9951
Relative energy (zero: lowest compared OMol25 entry of this formula, charge and spin), kcal/mol: 0.0
⟨S²⟩: 2.061
Total charge: +1
HOMO-LUMO gap (spin up / spin down), eV: 6.344 / 6.351
E_HOMO (spin up / spin down), eV: -9.568 / -10.463
Spin multiplicity: 3

XYZ file:
```
82
Properties=species:S:1:pos:R:3:forces:R:3
W -0.811164 0.331643 0.517786 0.28 -0.16 -0.27
S -0.770126 -2.063078 0.724783 -0.27 0.21 0.42
S -0.176142 -3.859444 -1.333508 -0.20 -1.39 -0.26
O -0.494142 2.055623 -0.313232 0.60 1.36 -0.20
O 1.025077 0.811795 1.583151 -0.46 -1.86 -0.91
N -3.500693 1.245022 -0.581506 1.33 -0.42 -0.57
N -1.377115 0.394885 2.463892 -0.97 -0.27 -0.05
N -2.828926 0.851497 0.490442 -0.11 0.22 0.27
N 2.462145 2.250731 2.505257 -0.07 0.33 0.64
N 0.983382 -0.214304 -0.759768 -0.65 0.21 0.41
N 1.046767 -1.532130 -1.153875 1.30 -0.13 -1.31
N -1.722507 0.116950 -1.610737 0.78 -0.03 0.74
C -1.520660 0.126156 -3.961132 -0.28 -0.45 -0.40
C 0.564792 4.132900 -0.747469 0.18 -0.53 -0.13
C 1.761940 2.055953 -1.133064 0.65 0.05 -0.17
C -1.095835 -0.260887 -2.728521 0.81 0.28 -0.24
C -1.352195 -5.662877 -5.146876 -0.61 0.63 -0.09
C 0.622630 -6.955347 -4.915608 -0.47 -1.16 -2.06
C -3.286448 0.445318 4.098023 -0.20 0.33 -1.81
C -3.505419 0.887629 1.707506 -0.62 0.75 -0.78
C -0.244787 1.395804 4.347737 -0.38 -0.27 -0.27
C 1.289315 1.919558 2.037281 -1.08 2.80 -0.15
C 1.645848 4.886345 -1.145765 0.60 -1.54 0.17
C 0.228249 -2.376136 -0.673594 -0.72 1.29 1.41
C -5.413427 1.018179 3.077594 -0.79 0.78 0.45
C 0.599230 2.721785 -0.690111 0.25 -0.06 -0.65
C 0.637789 1.376766 5.415641 0.34 -0.13 -0.06
C -2.679631 0.858308 -4.153384 0.40 0.54 1.60
C 1.153368 -6.016829 -4.086132 0.81 -0.63 0.60
C 1.362373 0.217962 5.677238 -0.34 -0.16 -0.50
C 2.796703 3.575976 3.029473 -0.71 0.13 -1.38
C -0.808402 -4.713226 -4.310445 -0.45 0.45 0.41
C -0.621646 -6.767978 -5.524657 0.03 -0.93 0.63
C 2.899431 -0.015916 -2.162826 0.52 -1.27 -0.97
C -2.780308 0.922053 -1.743802 -2.06 0.33 0.19
C 0.437795 -4.920256 -3.730365 -0.92 1.37 0.08
C -4.639243 0.613694 4.176333 -0.36 0.19 0.25
C 3.480976 1.257736 2.664050 1.72 1.18 0.70
C 0.930019 -3.938415 -2.724832 0.62 1.34 -0.79
C 0.171514 -0.928995 3.888164 0.03 1.15 -0.04
C -4.848875 1.221825 1.855230 -0.53 -0.12 -0.97
C -3.303258 1.321852 -3.016378 0.16 -0.30 0.69
C 2.882574 4.237400 -1.409887 -1.04 -0.20 0.30
C -0.508961 0.247372 3.576301 0.73 0.27 0.96
C 1.147012 -0.897183 4.870574 -0.09 -0.11 0.43
C 1.844734 0.591136 -1.339448 -0.94 0.06 1.27
C -2.732091 0.629884 2.806888 1.63 -1.04 0.34
C 2.915402 2.844338 -1.434451 -0.70 0.65 0.64
H 3.098914 3.580794 4.062432 -0.07 -0.32 0.45
H 3.396655 0.664220 -2.829409 -0.02 0.45 -0.23
H 0.970997 -2.910520 -3.157830 -0.16 -0.63 0.22
H 1.727261 -1.792678 5.010946 0.12 -0.19 0.25
H -5.416070 1.587799 0.986612 0.27 -0.34 0.55
H 3.692638 -0.470307 -1.545879 -0.38 0.05 0.02
H -0.909664 -0.186369 -4.761076 0.40 -0.27 -1.03
H 2.118290 -6.178114 -3.654730 0.49 -0.10 0.25
H 1.940996 4.243817 2.859459 0.29 -0.15 0.21
H -0.340455 4.623915 -0.476716 -0.67 0.19 0.13
H 3.623814 3.918306 2.414500 0.16 0.33 0.09
H 4.437111 1.643111 2.249694 -0.52 -0.21 0.22
H 3.849943 2.328985 -1.554955 0.26 -0.03 -0.34
H 2.065530 0.170097 6.490081 0.20 0.05 0.10
H -2.991977 1.168610 -5.111076 -0.39 0.15 -0.95
H -4.164091 1.980870 -3.088609 0.12 -0.21 0.34
H 2.472255 -0.866442 -2.760438 0.42 0.85 0.57
H -1.033157 -7.570968 -6.147257 0.12 0.52 0.16
H 0.014167 -1.817062 3.329213 -0.14 -0.57 -0.45
H -0.745880 2.313040 4.062483 -0.12 0.04 0.14
H -0.128756 -0.773067 -2.708113 -0.77 -0.03 0.46
H 1.168137 -7.855113 -5.214571 0.04 0.37 0.36
H 1.520685 5.943709 -1.204926 0.22 0.58 0.01
H 3.751426 4.865053 -1.513252 0.30 -0.23 -0.34
H 0.490918 2.722250 1.958627 1.11 -0.57 0.39
H -2.384362 -5.456479 -5.395498 0.00 -0.43 -0.66
H -2.680827 0.138024 4.910505 0.37 -0.12 0.66
H 3.618610 1.078378 3.727845 0.13 -0.10 0.14
H -5.130329 0.492743 5.119033 -0.20 -0.15 0.42
H 1.936758 -4.119646 -2.380405 0.30 -0.36 0.09
H -1.441034 -3.831531 -4.086350 0.64 -0.54 0.13
H 0.826931 2.270927 6.001250 -0.18 -0.05 -0.04
H -6.465762 1.295350 3.227161 0.49 -0.36 -0.02
H 3.243288 0.357216 2.199257 -0.58 -1.41 -0.85
```
Forces are in eV/Å.

***

- Among the records above, which one has the lowest ⟨S²⟩?
  C36H34N2O7S2V